[1]
{
  "formula": "C32H55O31S5",
  "method": "wB97M-V/def2-TZVPD",
  "elements": ["C", "C", "O", "H", "H", "H", "H", "H", "C", "C", "O", "S", "O", "O", "O", "H", "H", "H", "H", "C", "C", "O", "S", "O", "O", "O", "H", "H", "H", "H", "C", "C", "O", "S", "O", "O", "O", "H", "H", "H", "H", "C", "C", "O", "S", "O", "O", "O", "H", "H", "H", "H", "C", "C", "O", "S", "O", "O", "O", "H", "H", "H", "H", "O", "C", "O", "C", "C", "C", "H", "H", "H", "H", "H", "H", "O", "C", "O", "C", "C", "C", "H", "H", "H", "H", "H", "H", "O", "C", "O", "C", "C", "C", "H", "H", "H", "H", "H", "H", "O", "C", "O", "C", "C", "C", "H", "H", "H", "H", "H", "H", "O", "C", "O", "C", "C", "C", "H", "H", "H", "H", "H", "H"],
  "coordinates": [[0.248, -0.035, 0.250], [-0.881, 0.571, -0.635], [-2.071, -0.147, -0.553], [1.277, 0.199, -0.025], [0.175, -1.121, 0.195], [0.212, 0.173, 1.320], [-0.474, 0.613, -1.645], [-0.946, 1.644, -0.454], [9.570, -1.788, 0.777], [8.444, -0.758, 0.459], [8.994, 0.293, -0.317], [10.523, -0.012, -0.881], [11.335, 1.169, -0.738], [10.603, -0.701, -2.166], [10.784, -1.088, 0.397], [9.527, -2.763, 0.292], [9.673, -2.029, 1.835], [8.082, -0.263, 1.360], [7.688, -1.375, -0.027], [-4.951, -2.415, 4.903], [-4.176, -1.428, 5.884], [-4.357, -1.975, 7.145], [-4.530, -3.590, 7.143], [-5.472, -3.986, 8.148], [-3.231, -4.177, 7.134], [-5.118, -3.657, 5.601], [-4.328, -2.638, 4.037], [-5.881, -1.951, 4.576], [-4.599, -0.426, 5.941], [-3.134, -1.432, 5.562], [-1.191, 7.702, 6.145], [-1.447, 7.629, 4.590], [-0.301, 8.081, 3.953], [0.970, 8.303, 5.022], [1.093, 9.645, 5.478], [2.139, 7.596, 4.501], [0.154, 7.407, 6.162], [-1.763, 6.990, 6.741], [-1.323, 8.719, 6.516], [-2.304, 8.285, 4.438], [-1.536, 6.613, 4.205], [-6.337, 0.345, -6.120], [-5.198, -0.327, -6.797], [-4.416, 0.680, -7.410], [-5.226, 2.170, -7.524], [-5.424, 2.545, -8.933], [-4.638, 3.107, -6.567], [-6.591, 1.486, -6.853], [-6.065, 0.605, -5.097], [-7.249, -0.246, -6.199], [-5.447, -0.976, -7.637], [-4.576, -0.942, -6.146], [-7.214, 4.918, -0.557], [-7.852, 3.866, 0.328], [-8.981, 4.504, 0.911], [-9.609, 5.572, -0.188], [-10.393, 6.597, 0.525], [-10.268, 4.909, -1.340], [-8.065, 6.074, -0.568], [-6.985, 4.566, -1.563], [-6.237, 5.188, -0.157], [-7.211, 3.449, 1.106], [-8.246, 3.112, -0.354], [1.726, -0.563, 9.908], [2.343, -0.281, 8.862], [2.173, 0.890, 8.237], [3.012, 1.097, 7.121], [3.479, -0.314, 6.773], [3.398, -1.037, 8.110], [3.819, 1.817, 7.254], [2.356, 1.353, 6.289], [4.548, -0.385, 6.576], [2.740, -0.767, 6.112], [4.414, -1.078, 8.502], [3.099, -2.064, 7.901], [2.902, -3.307, -7.188], [3.101, -2.150, -6.820], [2.560, -1.110, -7.429], [3.030, 0.138, -6.869], [4.169, -0.282, -5.919], [4.019, -1.742, -5.681], [2.167, 0.510, -6.318], [3.368, 0.796, -7.670], [4.271, 0.201, -4.947], [5.122, -0.151, -6.432], [3.465, -1.832, -4.747], [4.999, -2.215, -5.734], [3.817, -6.923, -0.200], [3.116, -7.655, -0.835], [3.616, -8.823, -1.304], [2.577, -9.717, -1.705], [1.428, -8.831, -2.024], [1.629, -7.580, -1.113], [2.282, -10.397, -0.906], [2.847, -10.367, -2.537], [0.601, -9.498, -1.780], [1.351, -8.526, -3.068], [1.105, -7.596, -0.157], [1.380, -6.582, -1.474], [5.829, 6.224, -5.338], [5.953, 6.313, -4.126], [4.875, 6.099, -3.244], [5.330, 6.004, -1.901], [6.765, 6.563, -1.947], [7.223, 6.171, -3.314], [5.132, 5.000, -1.526], [4.627, 6.655, -1.381], [7.460, 6.048, -1.284], [6.872, 7.614, -1.677], [7.533, 5.131, -3.418], [7.882, 6.961, -3.675], [-4.849, -7.804, 0.182], [-5.658, -7.067, -0.396], [-6.924, -7.216, -0.099], [-7.618, -6.232, -0.784], [-6.660, -5.251, -1.445], [-5.343, -5.943, -1.365], [-8.253, -5.693, -0.081], [-8.216, -6.673, -1.581], [-6.702, -4.367, -0.808], [-6.991, -4.992, -2.451], [-4.559, -5.306, -0.955], [-4.980, -6.349, -2.309]],
  "e_tot_ev": -151715.0527,
  "fmax_ev_per_a": 5.7,
  "total_charge": -1,
  "molar_mass_g_mol": 1096.10,
  "lumo_energy_ha": 0.0513
}

[2]
{
  "formula": "H31O16",
  "method": "wB97M-V/def2-TZVPD",
  "elements": ["O", "H", "H", "O", "H", "H", "O", "H", "H", "O", "H", "H", "O", "H", "H", "O", "H", "H", "O", "H", "H", "O", "H", "H", "O", "H", "O", "H", "H", "O", "H", "H", "O", "H", "H", "O", "H", "H", "O", "H", "H", "O", "H", "H", "O", "H", "H"],
  "coordinates": [[-3.050, -0.331, 4.480], [1.646, -0.586, 1.258], [0.644, -0.266, -1.545], [-5.005, -1.562, -0.207], [-3.682, 0.177, 4.982], [-2.686, -1.014, 5.045], [-1.864, 1.960, -1.948], [-5.139, -1.458, 0.740], [0.061, -0.656, -2.847], [-0.150, -0.104, -2.081], [-0.491, -2.206, -4.853], [-4.331, -2.249, -0.072], [-0.078, -1.359, -4.775], [-4.368, -1.924, -2.643], [3.210, 0.445, -1.452], [-0.529, 2.797, 1.569], [-0.921, 1.996, 1.968], [-0.383, 2.202, 0.803], [3.005, -2.505, -0.628], [3.791, -2.042, -0.318], [2.366, -2.183, 0.029], [-2.985, -3.430, 1.046], [-3.143, -4.078, 1.736], [-1.264, 1.206, -2.160], [2.859, 3.037, -3.248], [2.731, 3.808, -2.693], [-4.650, -2.546, -3.312], [0.740, -1.270, -5.266], [-4.449, -3.372, -2.953], [2.225, 4.851, 2.803], [-2.113, 1.670, -1.060], [1.378, 5.183, 3.123], [3.840, 1.176, -1.370], [-1.354, -0.493, 2.340], [4.673, 0.732, -1.186], [1.398, -1.907, 1.935], [1.980, -2.350, 2.555], [4.078, 0.345, 1.881], [1.813, 0.051, 0.466], [2.728, 0.120, 2.466], [1.970, 0.957, 0.655], [3.574, 0.528, 2.669], [3.288, 2.376, -2.680], [-2.095, -3.087, 1.172], [-0.545, -0.032, 2.122], [2.119, 3.920, 3.035], [0.199, -0.675, 2.133]],
  "e_tot_ev": -33265.0162,
  "fmax_ev_per_a": 2.3,
  "total_charge": -1,
  "e_above_lowest_ev": 2.813,
  "molar_mass_g_mol": 287.23,
  "lumo_energy_ha": 0.0782
}

[3]
{
  "formula": "C9H10N2O4SY",
  "method": "wB97M-V/def2-TZVPD",
  "elements": ["Y", "O", "C", "C", "O", "C", "O", "C", "O", "C", "H", "H", "C", "H", "H", "S", "C", "N", "C", "C", "N", "H", "H", "H", "H", "H", "H"],
  "coordinates": [[-1.549, 0.675, 0.590], [0.467, 0.074, -2.264], [-0.122, 0.239, -1.274], [-1.688, 0.627, 2.920], [-1.827, 0.624, 4.066], [-1.555, -1.804, 0.336], [-1.604, -2.961, 0.299], [-0.372, 2.852, 0.481], [0.263, 3.818, 0.528], [-5.056, 1.859, -1.021], [-4.661, 2.723, -1.556], [-5.215, 0.962, -1.620], [-5.359, 1.908, 0.272], [-5.781, 1.053, 0.801], [-5.227, 2.814, 0.864], [0.958, -0.108, 1.398], [2.270, -0.775, 0.423], [2.348, -2.056, -0.014], [3.604, -2.312, -0.737], [4.236, -0.933, -0.842], [3.319, -0.095, -0.070], [1.859, -2.796, 0.477], [3.392, -2.699, -1.735], [4.238, -3.039, -0.210], [4.251, -0.607, -1.885], [5.261, -0.892, -0.462], [3.547, 0.850, 0.236]],
  "e_tot_ev": -32512.4586,
  "fmax_ev_per_a": 7.9,
  "total_charge": 3,
  "e_above_lowest_ev": 0.000,
  "molar_mass_g_mol": 331.16,
  "lumo_energy_ha": -0.5049
}

[4]
{
  "formula": "C4H7NO",
  "method": "wB97M-V/def2-TZVPD",
  "elements": ["C", "C", "N", "C", "C", "O", "H", "H", "H", "H", "H", "H", "H"],
  "coordinates": [[-1.983, 0.019, 0.066], [-0.496, -0.118, -0.008], [0.183, -1.040, -0.658], [1.512, -0.591, -0.388], [1.288, 0.722, 0.311], [0.181, 1.255, -0.207], [-2.271, 0.715, 0.857], [-2.432, -0.962, 0.252], [-2.336, 0.406, -0.893], [2.083, -1.340, 0.170], [2.089, -0.334, -1.292], [2.090, 1.413, 0.594], [0.093, -0.147, 1.196]],
  "e_tot_ev": -7794.4029,
  "fmax_ev_per_a": 0.4,
  "total_charge": 0,
  "e_above_lowest_ev": 5.241,
  "molar_mass_g_mol": 85.11,
  "lumo_energy_ha": [-0.0087, -0.0088]
}

[5]
{
  "formula": "C3H5N3S",
  "method": "wB97M-V/def2-TZVPD",
  "elements": ["C", "C", "C", "N", "N", "N", "S", "H", "H", "H", "H", "H"],
  "coordinates": [[4.192, -0.100, -0.305], [1.584, -0.396, 0.984], [-0.633, 1.292, 0.052], [4.380, 0.371, -1.388], [4.089, -0.789, 0.721], [1.078, -1.359, 0.269], [1.059, 1.185, 0.941], [-0.771, 0.728, -0.976], [-0.588, 2.457, -0.182], [-1.517, 1.123, 0.748], [1.465, -2.353, 0.547], [0.375, -1.402, -0.431]],
  "e_tot_ev": -18491.4144,
  "fmax_ev_per_a": 4.7,
  "total_charge": 0,
  "e_above_lowest_ev": 6.483,
  "molar_mass_g_mol": 115.16,
  "lumo_energy_ha": [-0.0738, -0.0759]
}

Number 3 is which compound? C9H10N2O4SY